A cluster of 2 separate species, C4H8O in total. Source: the OMol25 dataset; level of theory: wB97M-V/def2-TZVPD.

Last column: natural (NBO) charge in e.
Positions of all 13 atoms, in Å:
O1 1.5313 -0.9259 -1.3236  -0.9457
H1 -1.2054 -1.4743 -0.5749  0.2421
H2 1.2856 0.0114 -1.3100  0.4835
H3 0.3735 -1.3618 1.3222  0.2263
H4 -0.2781 2.0162 -1.2333  0.2088
C1 -1.3133 -0.6071 0.0731  -0.4488
H5 0.9558 2.1230 0.1602  0.2060
H6 2.0497 -1.0126 -0.5153  0.4607
H7 -0.6331 -0.1008 2.1858  0.2237
C2 -0.2680 0.4131 0.1149  0.0379
C3 0.1612 1.5770 -0.3414  -0.4615
C4 -0.3216 -0.5282 1.2375  -0.4548
H8 -2.3286 -0.2457 0.2020  0.2217

Properties
Total energy ... -6323.002 eV
Frontier orbital gap ... 10.8 eV
ΔE to the lowest compared entry with this formula, charge and spin ... 209.0 kJ/mol
HOMO level ... -9.786 eV
SMILES ... C=C1CC1.O